Here is a 7-piece molecular cluster, C28H66BIO23PS7 overall from OMol25. Energies are from ωB97M-V with the def2-TZVPD basis set.

**Charge**: -1
**LUMO level**: 1.8 eV

Bonds (Å) are listed after each position.
Element x y z (Å)
1 C -2.661 -2.763 3.468  C2 1.196, H20 1.053
2 C -1.489 -3.000 3.485  C1 1.196, C3 1.465
3 C -0.045 -3.250 3.476  C2 1.465, C4 1.534, H21 1.087, H22 1.091
4 C 0.756 -2.644 2.317  C3 1.534, O5 1.370, C11 1.581, H23 1.112
5 O 0.470 -1.349 1.972  C4 1.370, B6 1.482
6 B 1.488 -1.092 0.926  O5 1.482, C7 1.633, O10 1.504, H24 1.245
7 C 1.232 0.135 -0.122  B6 1.633, O8 1.451, H25 1.092, H26 1.096
8 O 0.613 1.229 0.603  C7 1.451, C9 1.414
9 C -0.619 1.529 -0.024  O8 1.414, H27 1.099, H28 1.095, H29 1.092
10 O 1.830 -2.430 0.331  B6 1.504, C11 1.425
11 C 0.987 -3.400 0.948  C4 1.581, O10 1.425, C12 1.546, P16 1.893
12 C 1.907 -4.643 0.913  C11 1.546, C13 1.533, H30 1.088, H31 1.093
13 C 1.573 -5.751 1.919  C12 1.533, C14 1.519, I15 2.177, H32 1.083
14 C 0.161 -6.308 1.842  C13 1.519, H33 1.093, H34 1.087, H35 1.086
15 I 2.933 -7.418 1.584  C13 2.177
16 P -0.410 -3.457 -0.328  C11 1.893, O17 1.632, O18 1.648, S19 1.914
17 O 0.195 -2.790 -1.690  P16 1.632, H36 0.966
18 O -0.778 -5.003 -0.763  P16 1.648, H37 0.968
19 S -1.990 -2.476 0.122  P16 1.914
20 H -3.593 -2.279 3.539  C1 1.053
21 H 0.099 -4.319 3.607  C3 1.087
22 H 0.332 -2.779 4.385  C3 1.091
23 H 1.794 -2.627 2.715  C4 1.112
24 H 2.517 -0.773 1.551  B6 1.245
25 H 2.208 0.452 -0.495  C7 1.092
26 H 0.577 -0.222 -0.925  C7 1.096
27 H -0.436 1.723 -1.090  C9 1.099
28 H -1.334 0.702 0.028  C9 1.095
29 H -1.011 2.445 0.422  C9 1.092
30 H 2.891 -4.266 1.183  C12 1.088
31 H 2.029 -5.033 -0.100  C12 1.093
32 H 1.788 -5.358 2.905  C13 1.083
33 H -0.543 -5.471 1.838  C14 1.093
34 H -0.095 -6.928 2.697  C14 1.087
35 H -0.023 -6.840 0.914  C14 1.086
36 H 0.892 -3.344 -2.064  O17 0.966
37 H 0.048 -5.393 -1.083  O18 0.968
38 O -4.320 1.042 -1.238  S39 1.429
39 S -4.126 0.709 -2.614  O38 1.429, O40 1.433, O41 1.595, C44 1.757
40 O -3.017 1.247 -3.345  S39 1.433
41 O -5.471 1.010 -3.417  S39 1.595, C42 1.439
42 C -6.052 2.321 -3.290  O41 1.439, C43 1.517, H45 1.091, H46 1.089
43 C -5.323 3.351 -4.133  C42 1.517, H47 1.090, H48 1.091, H49 1.090
44 C -4.138 -1.038 -2.798  S39 1.757, H50 1.086, H51 1.089, H52 1.088
45 H -6.088 2.617 -2.241  C42 1.091
46 H -7.081 2.227 -3.632  C42 1.089
47 H -4.317 3.532 -3.752  C43 1.090
48 H -5.865 4.297 -4.125  C43 1.091
49 H -5.222 3.005 -5.162  C43 1.090
50 H -5.005 -1.441 -2.282  C44 1.086
51 H -3.221 -1.417 -2.349  C44 1.089
52 H -4.167 -1.283 -3.858  C44 1.088
53 O -0.566 2.718 -6.287  S54 1.435
54 S 0.055 2.388 -5.036  O53 1.435, O55 1.428, O56 1.602, C59 1.755
55 O -0.071 3.256 -3.910  S54 1.428
56 O 1.610 2.115 -5.302  S54 1.602, C57 1.435
57 C 2.363 3.118 -5.999  O56 1.435, C58 1.517, H60 1.092, H61 1.090
58 C 2.731 4.286 -5.104  C57 1.517, H62 1.090, H63 1.091, H64 1.090
59 C -0.386 0.754 -4.571  S54 1.755, H65 1.088, H66 1.095, H67 1.089
60 H 1.819 3.455 -6.884  C57 1.092
61 H 3.270 2.625 -6.348  C57 1.090
62 H 1.847 4.854 -4.817  C58 1.090
63 H 3.418 4.961 -5.618  C58 1.091
64 H 3.202 3.935 -4.185  C58 1.090
65 H -0.233 0.097 -5.424  C59 1.088
66 H -1.441 0.768 -4.279  C59 1.095
67 H 0.229 0.448 -3.727  C59 1.089
68 O -2.270 4.759 6.481  S69 1.432
69 S -2.771 4.358 5.201  O68 1.432, O70 1.427, O71 1.587, C74 1.764
70 O -3.227 3.025 4.973  S69 1.427
71 O -1.714 4.752 4.085  S69 1.587, C72 1.447
72 C -0.346 4.305 4.237  O71 1.447, C73 1.515, H75 1.092, H76 1.089
73 C -0.161 2.850 3.859  C72 1.515, H77 1.090, H78 1.089, H79 1.089
74 C -4.034 5.481 4.697  S69 1.764, H80 1.086, H81 1.088, H82 1.087
75 H -0.001 4.499 5.254  C72 1.092
76 H 0.245 4.932 3.570  C72 1.089
77 H -0.664 2.190 4.565  C73 1.090
78 H 0.897 2.591 3.849  C73 1.089
79 H -0.580 2.650 2.873  C73 1.089
80 H -3.672 6.498 4.824  C74 1.086
81 H -4.900 5.306 5.332  C74 1.088
82 H -4.285 5.284 3.658  C74 1.087
83 O 6.758 4.609 -8.101  S84 1.430
84 S 7.118 4.817 -6.733  O83 1.430, O85 1.429, O86 1.596, C89 1.761
85 O 6.229 5.460 -5.817  S84 1.429
86 O 8.537 5.544 -6.674  S84 1.596, C87 1.438
87 C 8.699 6.763 -7.420  O86 1.438, C88 1.517, H90 1.092, H91 1.089
88 C 8.069 7.951 -6.717  C87 1.517, H92 1.090, H93 1.091, H94 1.090
89 C 7.632 3.285 -6.033  S84 1.761, H95 1.087, H96 1.088, H97 1.087
90 H 8.302 6.643 -8.430  C87 1.092
91 H 9.773 6.919 -7.511  C87 1.089
92 H 6.983 7.864 -6.695  C88 1.090
93 H 8.326 8.876 -7.234  C88 1.091
94 H 8.411 8.012 -5.684  C88 1.090
95 H 8.350 2.817 -6.701  C89 1.087
96 H 6.748 2.660 -5.930  C89 1.088
97 H 8.072 3.475 -5.057  C89 1.087
98 O -7.275 4.695 0.562  S99 1.433
99 S -7.148 3.300 0.868  O98 1.433, O100 1.430, O101 1.599, C104 1.757
100 O -7.736 2.311 0.018  S99 1.430
101 O -7.662 3.060 2.363  S99 1.599, C102 1.435
102 C -8.966 3.547 2.712  O101 1.435, C103 1.517, H105 1.092, H106 1.089
103 C -10.070 2.643 2.197  C102 1.517, H107 1.090, H108 1.091, H109 1.090
104 C -5.458 2.904 1.141  S99 1.757, H110 1.086, H111 1.088, H112 1.087
105 H -9.095 4.571 2.357  C102 1.092
106 H -8.995 3.575 3.801  C102 1.089
107 H -10.123 2.669 1.109  C103 1.090
108 H -11.036 2.960 2.593  C103 1.091
109 H -9.887 1.609 2.489  C103 1.090
110 H -5.036 3.631 1.829  C104 1.086
111 H -4.948 2.951 0.181  C104 1.088
112 H -5.390 1.899 1.547  C104 1.087
113 O 3.473 -10.026 7.880  S114 1.431
114 S 4.352 -9.294 7.022  O113 1.431, O115 1.426, O116 1.595, C119 1.762
115 O 3.850 -8.307 6.123  S114 1.426
116 O 5.253 -10.329 6.209  S114 1.595, C117 1.439
117 C 4.584 -11.370 5.473  O116 1.439, C118 1.516, H120 1.092, H121 1.089
118 C 4.004 -10.864 4.166  C117 1.516, H122 1.090, H123 1.091, H124 1.090
119 C 5.649 -8.586 7.982  S114 1.762, H125 1.087, H126 1.088, H127 1.087
120 H 3.817 -11.836 6.094  C117 1.092
121 H 5.339 -12.127 5.270  C117 1.089
122 H 3.181 -10.172 4.341  C118 1.090
123 H 3.627 -11.696 3.571  C118 1.091
124 H 4.760 -10.328 3.591  C118 1.090
125 H 6.065 -9.352 8.630  C119 1.087
126 H 5.215 -7.784 8.575  C119 1.088
127 H 6.405 -8.189 7.310  C119 1.087